A cluster of 2 separate species, C3H7OS in total at a distorted geometry. Source: the OMol25 dataset; level of theory: ωB97M-V/def2-TZVPD.

Calculated values
- F_max: 1.26 eV/Å
- Net charge: -1
- Gap between HOMO and LUMO: 0.249 hartree
- Total energy: -591.93557 hartree
- Energy above the lowest of the compared OMol25 structures with the same formula, charge and spin: 0.8902 eV

The geometry in XYZ format:
```
12
C3H7OS ωB97M-V/def2-TZVPD
S 1.530 -0.107 0.694
O -1.280 -0.200 -0.691
C -1.717 0.971 -1.169
C -3.015 1.182 -1.453
C 2.429 -1.406 1.660
H -3.728 0.391 -1.286
H -3.257 2.157 -1.850
H -1.012 1.798 -1.163
H 2.731 -1.077 2.653
H 1.765 -2.268 1.750
H 3.288 -1.687 1.055
H -0.354 -0.091 -0.328
```



An isolated molecule of C3H7P at a distorted geometry. Source: the OMol25 dataset; level of theory: ωB97M-V/def2-TZVPD.

Calculated values
- F_max: 6.50 eV/Å
- Net charge: 0
- Gap between HOMO and LUMO: 0.377 hartree
- Total energy: -459.73058 hartree
- SMILES: C=CCP
- Energy above the lowest of the compared OMol25 structures with the same formula, charge and spin: 2.1754 eV

The geometry in XYZ format:
```
11
C3H7P ωB97M-V/def2-TZVPD
P -0.190 -0.187 -2.201
C -0.866 0.153 -0.546
C 0.282 0.440 0.925
C 0.609 -0.482 1.751
H 0.548 0.902 -2.418
H 1.221 -0.452 2.619
H 0.170 -1.400 1.447
H -1.679 -0.698 -0.283
H 0.914 -0.800 -1.769
H -1.431 1.113 -0.448
H 0.422 1.412 0.922
```



An isolated molecule of C3H7P at a distorted geometry. Source: the OMol25 dataset; level of theory: ωB97M-V/def2-TZVPD.

Calculated values
- F_max: 2.17 eV/Å
- Net charge: 0
- Gap between HOMO and LUMO: 0.297 hartree
- Total energy: -459.74200 hartree
- SMILES: C=CPC
- Energy above the lowest of the compared OMol25 structures with the same formula, charge and spin: 1.8647 eV

The geometry in XYZ format:
```
11
C3H7P ωB97M-V/def2-TZVPD
P 0.256 1.300 0.185
C 0.884 0.064 1.412
C -1.045 -0.661 -1.307
C 0.064 0.126 -1.213
H -2.014 -0.178 -1.375
H 1.379 0.605 2.212
H -1.068 1.571 0.594
H 0.057 -0.528 1.801
H 0.873 0.051 -1.932
H -0.953 -1.744 -1.275
H 1.567 -0.605 0.897
```



A cluster of 2 separate species, C3H7PS in total at a distorted geometry. Source: the OMol25 dataset; level of theory: ωB97M-V/def2-TZVPD.

Calculated values
- F_max: 2.91 eV/Å
- Net charge: 0
- Gap between HOMO and LUMO (spin up / spin down): 0.218 / 0.203 hartree
- Total energy: -857.84157 hartree
- Energy above the lowest of the compared OMol25 structures with the same formula, charge and spin: 4.9107 eV

The geometry in XYZ format:
```
12
C3H7PS ωB97M-V/def2-TZVPD
S -1.362 -0.336 -0.558
P -0.203 -3.107 1.151
C -0.321 -0.568 0.757
C -0.784 1.040 -1.635
C 0.795 0.321 1.187
H -0.108 1.780 -1.174
H 1.715 0.151 0.516
H 0.392 1.349 1.134
H 1.119 -2.951 0.949
H 0.953 0.185 2.202
H -1.677 1.597 -1.920
H -0.519 0.540 -2.608
```



A cluster of 2 separate species, C3H8BBr2N2S in total. Source: the OMol25 dataset; level of theory: ωB97M-V/def2-TZVPD.

Calculated values
- F_max: 0.65 eV/Å
- Net charge: -1
- Gap between HOMO and LUMO: 0.264 hartree
- Total energy: -5799.78299 hartree

The geometry in XYZ format:
```
17
C3H8BBr2N2S ωB97M-V/def2-TZVPD
Br 1.656 -1.017 2.448
Br 0.546 2.445 1.908
S 0.546 -3.437 -1.439
N -0.483 -0.849 -1.358
N -2.442 0.462 -0.214
C 1.878 0.113 0.884
C 2.138 1.547 1.261
C -0.025 -1.934 -1.458
B -2.150 -0.616 -1.254
H 2.881 1.634 2.047
H -2.654 -1.680 -0.923
H 0.983 -0.017 0.280
H 2.739 -0.285 0.352
H -3.427 0.484 0.001
H 2.461 2.106 0.386
H -2.480 -0.345 -2.415
H -2.166 1.390 -0.507
```



An isolated molecule of C3H8BF at a distorted geometry. Source: the OMol25 dataset; level of theory: ωB97M-V/def2-TZVPD.

Calculated values
- F_max: 5.39 eV/Å
- Net charge: 0
- Gap between HOMO and LUMO: 0.374 hartree
- Total energy: -243.78832 hartree
- SMILES: CCB(C)F
- Energy above the lowest of the compared OMol25 structures with the same formula, charge and spin: 0.0000 eV

The geometry in XYZ format:
```
13
C3H8BF ωB97M-V/def2-TZVPD
F 0.491 0.503 -2.300
C -0.374 -2.054 0.289
C 0.095 -0.671 0.621
C 0.170 2.223 -0.286
B 0.209 0.575 -0.854
H 1.134 2.453 0.213
H -0.265 -2.609 1.165
H -0.124 2.740 -1.196
H -1.360 -1.895 0.063
H -0.708 -0.281 1.247
H -0.541 2.353 0.442
H 1.051 -0.721 0.987
H 0.222 -2.617 -0.392
```



A structure of composition C3H8BN2O7Pd at a distorted geometry. Source: the OMol25 dataset; level of theory: ωB97M-V/def2-TZVPD.

Calculated values
- F_max: 10.18 eV/Å
- Net charge: -2
- Spin multiplicity: 4
- Gap between HOMO and LUMO (spin up / spin down): 0.173 / 0.174 hartree
- Total energy: -907.76559 hartree
- ⟨S²⟩: 3.764

The geometry in XYZ format:
```
22
C3H8BN2O7Pd ωB97M-V/def2-TZVPD
Pd 0.216 -0.694 -0.695
O -0.397 -1.848 1.207
O 0.073 1.310 0.221
O 1.560 -1.780 0.493
O -1.890 -0.323 -1.214
O 0.677 -3.520 1.117
O -1.380 -2.292 -1.561
O -3.080 -2.047 -0.497
N 0.183 3.121 1.539
N -0.051 1.134 2.366
C -2.215 -1.491 -1.245
C 0.049 1.852 1.286
C 0.723 -2.314 1.278
B 1.156 -0.011 -2.569
H 0.779 -1.011 -2.722
H -0.589 1.676 3.027
H -0.137 0.137 2.230
H 1.747 -0.032 -1.667
H 0.248 3.404 2.506
H 0.298 0.621 -2.402
H 1.640 0.404 -3.440
H 0.391 3.703 0.740
```



A cluster of 3 separate species, C3H8BNO in total at a distorted geometry. Source: the OMol25 dataset; level of theory: ωB97M-V/def2-TZVPD.

Calculated values
- F_max: 4.42 eV/Å
- Net charge: 0
- Gap between HOMO and LUMO: 0.388 hartree
- Total energy: -273.87868 hartree
- SMILES: B=O.C=C.C=N
- Energy above the lowest of the compared OMol25 structures with the same formula, charge and spin: 3.4923 eV

The geometry in XYZ format:
```
14
C3H8BNO ωB97M-V/def2-TZVPD
O 1.814 2.182 1.588
N 0.214 0.650 -2.207
C -1.093 -0.521 0.949
C -1.490 -1.114 -0.205
C 1.057 -0.074 -1.674
B 1.158 1.264 2.055
H 0.716 0.332 2.558
H 1.326 -0.127 -0.580
H -0.325 -1.017 1.630
H -2.260 -0.525 -0.730
H 1.693 -0.769 -2.369
H -1.722 0.277 1.268
H -0.020 1.350 -1.585
H -1.069 -1.907 -0.698
```